# C52H48GaIN3O3P2S2

A molecular structure, C52H48GaIN3O3P2S2 in a non-equilibrium geometry (ωB97M-V with the def2-TZVPD basis set, OMol25).

Summary:
multiplicity	1
HOMO level (alpha / beta)	-13.44 / -13.56	eV
net charge	+3
relative energy (zero: lowest compared OMol25 entry of this formula, charge and spin)	1006.3	kJ/mol
gap between HOMO and LUMO (alpha / beta)	3.065 / 3.251	eV

Last column: Mulliken charge in e.
Positions of all 112 atoms, in Å:
I: -1.67 5.07 0.39  0.165
Ga: -0.02 0.59 -0.47  -0.965
S: 2.40 -1.66 0.02  0.377
S: 0.73 -1.66 -2.53  1.279
P: 4.85 -0.56 -1.99  -0.357
P: -1.78 0.33 -2.24  0.797
O: 0.84 2.48 -0.90  -0.429
O: -2.31 1.88 3.84  -0.291
O: 1.52 -2.86 -2.85  -0.643
N: -1.15 -0.02 4.48  0.083
N: -0.84 -1.74 2.96  0.254
N: -0.46 1.16 1.43  0.277
C: -1.42 0.22 -6.80  -0.781
C: 2.60 -0.44 -5.98  -0.551
C: 4.35 -3.04 -1.28  0.114
C: -4.13 2.13 0.59  0.455
C: -3.29 -2.01 -1.87  -0.544
C: -2.68 -0.26 -4.76  -0.492
C: 2.99 0.78 -5.33  -0.989
C: 1.78 -3.32 0.03  -0.506
C: -3.40 -3.42 -1.78  -0.934
C: -1.19 -0.51 3.22  -0.650
C: 3.92 2.41 0.72  -1.103
C: -2.76 1.31 2.55  -0.601
C: 4.43 3.54 0.17  -0.450
C: -0.81 4.02 7.14  -0.613
C: -0.88 -2.33 -2.11  -0.581
C: 3.80 -1.54 -4.28  -0.443
C: 4.74 1.07 -1.14  0.456
C: -0.45 3.30 8.28  -0.416
C: -3.66 1.02 -0.29  -0.824
C: -0.57 1.06 -6.03  -0.524
C: -3.78 2.35 -2.25  -1.039
C: -2.26 -4.23 -1.65  -1.106
C: -0.30 -2.65 3.94  -0.816
C: -4.62 3.24 -0.22  -0.419
C: -3.26 1.21 -1.56  0.416
C: -3.10 2.51 1.71  -0.040
C: -1.69 1.16 4.81  0.134
C: -0.67 1.24 -4.70  -0.475
C: -0.57 1.93 8.31  -0.732
C: 3.55 0.82 -4.09  -0.337
C: 4.14 1.17 0.10  -0.122
C: -1.77 3.18 1.27  -1.201
C: -0.17 -4.13 3.50  -0.027
C: 4.07 -0.37 -3.59  0.837
C: -1.00 -3.71 -1.97  -0.623
C: 5.12 2.24 -1.82  -0.629
C: -2.51 -0.32 -6.14  -0.847
C: -1.40 3.36 6.07  -0.592
C: 0.23 -5.04 4.65  -1.353
C: -0.58 2.58 1.50  -0.821
C: 3.73 -4.24 -0.99  -0.939
C: -1.99 -1.48 -1.97  0.397
C: -1.03 1.23 7.21  -0.405
C: -4.52 3.33 -1.64  -1.126
C: 3.90 -1.80 -0.98  -0.108
C: -1.40 1.88 6.02  0.747
C: 4.97 3.46 -1.16  -0.634
C: -1.74 0.51 -4.06  1.179
C: -1.60 0.41 2.03  1.226
C: 1.27 -0.78 -1.03  1.463
C: 2.49 -4.39 -0.31  -0.345
C: 2.84 -1.64 -5.31  -0.825
H: 4.56 4.47 0.76  0.444
H: 0.61 -4.18 2.68  -0.047
H: 2.05 -0.40 -6.89  0.575
H: -5.04 1.77 1.21  0.542
H: -2.39 -5.27 -1.44  0.578
H: -3.49 0.08 0.19  0.749
H: 3.47 2.52 1.71  0.540
H: 0.68 -5.89 4.13  0.389
H: -0.71 5.10 7.10  0.395
H: 5.52 2.20 -2.78  0.826
H: 0.82 -3.37 0.54  0.463
H: 0.30 3.27 -0.72  0.239
H: -0.11 -4.29 -2.14  0.795
H: -0.14 1.93 -4.06  0.404
H: -0.86 0.16 7.14  0.254
H: -0.70 -1.91 2.00  -0.143
H: -1.70 4.01 5.28  0.429
H: -1.14 -4.36 3.04  0.404
H: 0.67 -2.25 4.30  0.420
H: -0.58 -5.33 5.30  0.363
H: -0.08 3.79 9.19  0.399
H: -1.20 0.07 -7.87  0.479
H: -4.38 -3.91 -1.73  0.452
H: -5.12 4.03 0.38  0.482
H: 3.95 0.23 0.67  0.541
H: 1.04 -4.61 5.29  0.344
H: 1.74 2.75 -0.66  0.130
H: 2.62 1.70 -5.72  0.507
H: 3.54 1.70 -3.47  0.543
H: 4.39 -5.05 -1.26  0.427
H: -2.01 -0.35 1.26  -0.326
H: -3.54 3.21 2.41  0.945
H: 4.32 -2.43 -3.90  0.431
H: -0.28 1.34 9.14  0.436
H: -4.10 -1.31 -1.94  0.542
H: 5.44 4.29 -1.72  0.409
H: 0.21 1.58 -6.59  0.509
H: 2.42 -2.59 -5.60  0.495
H: -3.65 0.73 2.76  0.731
H: -4.95 4.17 -2.18  0.471
H: 2.12 -5.42 -0.26  0.495
H: 0.39 3.13 1.61  0.727
H: -3.57 -0.65 -4.27  0.429
H: -1.00 -2.62 4.83  0.311
H: -0.64 -0.54 5.19  0.356
H: -3.12 -0.94 -6.73  0.453
H: -3.52 2.49 -3.25  0.673
H: 5.33 -3.10 -1.81  0.579